This record from the Open Molecules 2025 dataset describes 8 unconnected molecules or ions with the total composition C20H59N3O11 in a non-equilibrium geometry. The level of theory is ωB97M-V with the def2-TZVPD basis set.

Its spin multiplicity is 2. Its total charge is -1. The HOMO-LUMO gap (spin up / spin down) is 0.049 / 0.315 Eh. Its total energy is -1789.00859 a.u. As for the expectation value of S²: 0.7503.

Geometry as XYZ:
```
93
Properties=species:S:1:pos:R:3:lowdin_spin:R:1
C 21.63 33.46 28.30 0.03
O 20.58 32.60 28.30 0.01
H 22.07 33.47 27.30 0.00
H 21.49 34.47 28.67 0.01
H 22.38 33.15 29.03 0.01
H 20.07 32.78 29.09 0.00
C 23.13 31.30 24.81 0.01
O 23.68 30.68 25.99 0.01
H 22.49 32.18 24.80 0.00
H 23.88 31.52 24.06 0.00
H 22.49 30.57 24.31 0.00
H 23.94 31.38 26.60 0.00
C 22.47 27.11 32.69 0.01
C 23.09 26.21 31.68 0.00
C 24.12 26.84 30.75 0.01
O 23.42 27.85 30.00 0.00
C 24.25 28.36 28.92 0.02
N 23.80 25.15 32.37 0.00
H 22.12 26.68 33.63 0.00
H 21.68 27.63 32.14 0.00
H 23.17 27.87 33.02 0.00
H 22.37 25.77 31.00 0.00
H 24.56 26.09 30.10 0.00
H 24.84 27.36 31.39 0.01
H 25.24 28.64 29.28 0.01
H 23.63 29.21 28.62 0.00
H 24.30 27.58 28.16 0.00
H 23.02 24.51 32.46 0.00
H 24.41 24.80 31.65 0.00
C 23.76 32.27 21.48 0.00
C 22.61 32.38 20.48 0.00
C 22.67 33.71 19.57 0.00
O 22.51 34.90 20.36 0.00
C 21.25 35.56 20.36 0.00
N 22.20 31.12 19.82 0.00
H 24.01 31.25 21.78 0.00
H 23.56 32.72 22.45 0.00
H 24.74 32.59 21.13 0.00
H 21.72 32.44 21.11 0.00
H 22.00 33.59 18.73 0.00
H 23.63 33.89 19.07 0.00
H 20.87 35.94 19.42 0.00
H 21.37 36.42 21.01 0.00
H 20.46 34.93 20.79 0.00
H 21.71 30.57 20.51 0.00
H 21.64 31.34 19.00 0.00
C 27.22 31.00 23.28 0.01
C 27.89 31.97 24.18 0.02
C 28.65 33.03 23.57 0.02
O 29.58 32.57 22.64 0.00
C 30.44 33.60 22.18 0.01
N 26.92 32.54 25.08 0.01
H 26.79 30.06 23.65 0.00
H 27.92 30.65 22.52 0.00
H 26.34 31.39 22.76 0.00
H 28.64 31.47 24.78 0.01
H 29.18 33.62 24.32 0.02
H 27.97 33.72 23.08 0.00
H 31.00 33.38 21.27 0.00
H 31.15 33.96 22.92 0.00
H 29.90 34.51 21.91 0.00
H 27.36 33.03 25.85 0.01
H 26.35 31.90 25.62 0.00
C 24.24 34.95 24.66 0.01
C 22.78 35.05 24.24 0.01
O 21.92 35.45 25.23 0.01
O 24.57 36.24 24.98 0.02
H 24.76 34.73 23.73 0.00
H 24.42 34.20 25.43 0.00
H 22.53 34.01 24.05 0.00
H 22.65 35.63 23.33 0.00
H 21.07 35.01 25.19 0.00
H 23.71 36.57 25.27 0.00
C 21.18 27.41 22.27 0.01
C 20.29 28.66 22.43 0.01
O 20.40 29.49 21.27 0.00
O 20.41 26.57 21.40 0.00
H 21.41 26.99 23.25 0.00
H 22.10 27.71 21.76 0.00
H 20.52 29.27 23.31 0.00
H 19.23 28.42 22.46 0.00
H 20.14 28.90 20.56 0.00
H 21.00 25.96 20.95 0.00
C 26.60 32.22 29.39 0.17
C 25.48 31.40 28.74 0.04
O 24.80 32.20 27.77 0.02
O 27.36 32.81 28.27 0.21
H 27.18 31.68 30.14 0.04
H 26.20 33.04 29.99 0.04
H 24.89 30.92 29.53 0.01
H 25.89 30.60 28.14 0.01
H 25.49 32.55 27.21 0.01
H 27.93 33.52 28.58 0.09
```

---

This record from the Open Molecules 2025 dataset describes 2 unconnected molecules or ions with the total composition C4H12 in a non-equilibrium geometry. The level of theory is ωB97M-V with the def2-TZVPD basis set.

The HOMO-LUMO gap is 0.464 Eh. For the energy above the lowest of the compared OMol25 structures with the same formula, charge and spin, the calculation gives 0.758 eV. Its total energy is -159.55713 a.u. As for the SMILES: CC.CC.

Geometry as XYZ:
```
16
Properties=species:S:1:pos:R:3:lowdin_charge:R:1
C -0.17 2.12 0.01 -0.16
C -1.23 1.55 -0.94 -0.17
H -0.74 2.96 0.42 0.07
H -0.10 1.46 0.87 0.06
H 0.76 2.48 -0.35 0.05
H -1.04 0.70 -1.54 0.03
H -1.42 2.38 -1.68 0.08
H -2.20 1.53 -0.52 0.05
C 0.32 -1.67 -0.11 -0.18
C 1.22 -2.09 1.03 -0.17
H 0.29 -2.44 -0.83 0.05
H -0.70 -1.65 0.15 0.05
H 0.54 -0.72 -0.54 0.04
H 0.63 -2.53 1.85 0.07
H 1.84 -1.30 1.52 0.07
H 2.00 -2.79 0.65 0.07
```

---

This record from the Open Molecules 2025 dataset describes 2 unconnected molecules or ions with the total composition C2H2Cl3O2S in a non-equilibrium geometry. The level of theory is ωB97M-V with the def2-TZVPD basis set.

Its total charge is -1. The HOMO-LUMO gap is 0.278 Eh. For the energy above the lowest of the compared OMol25 structures with the same formula, charge and spin, the calculation gives 0.167 eV. Its total energy is -2006.71090 a.u.

Geometry as XYZ:
```
10
Properties=species:S:1:pos:R:3:lowdin_charge:R:1
C 0.26 -0.83 -1.57 -0.08
C 0.38 -1.87 -0.75 -1.25
O 4.45 -0.25 -0.05 -0.54
O 3.53 0.72 2.03 -0.54
S 3.23 0.22 0.65 0.44
Cl 2.23 1.90 -0.77 -0.21
Cl 0.89 -1.91 0.85 0.63
Cl -0.38 -3.37 -1.15 0.56
H 0.50 0.12 -1.21 -0.04
H -0.22 -1.01 -2.50 0.05
```

---

What is the formula in the second record? C4H12